Molecular formula: C27H33BInN8O6S
Method: DFT, ωB97M-V/def2-TZVPD

Structure (XYZ):
```
77
Properties=species:S:1:pos:R:3:lowdin_charge:R:1
H -3.925 0.748 2.007 0.101
C -2.294 -0.498 1.381 -0.306
C 2.260 -2.146 -1.179 -0.020
B 0.303 -2.931 0.435 -0.640
C 2.985 6.072 1.311 -0.060
C -2.291 -4.691 -1.515 -0.297
C 2.379 -1.591 -2.466 0.011
H -3.586 -5.727 -2.928 0.107
C -0.953 -5.209 0.200 -0.026
H -3.268 3.380 -3.573 0.133
C -3.237 2.414 -3.088 -0.104
S 2.295 3.549 2.174 1.163
C 2.868 7.433 1.386 -0.021
O -1.407 1.368 -1.823 0.043
H -0.503 -0.477 -4.074 0.069
H -4.081 2.395 -2.331 0.155
O -5.555 0.127 -1.650 0.092
C -3.547 0.310 1.055 -0.008
H 3.751 -1.379 3.532 0.055
H -2.272 -6.785 -0.775 0.113
C 2.129 -4.660 1.223 -0.059
N -1.535 -1.178 0.511 -0.012
H 4.670 3.030 1.588 0.117
C -0.730 -1.575 2.512 -0.032
C 1.881 5.878 3.442 -0.068
O -4.015 -1.331 -2.606 -0.131
H 3.241 5.621 0.385 0.118
O -1.151 3.557 -2.324 0.110
H 5.107 -2.447 3.042 0.095
N 0.966 -2.051 -0.741 0.065
N 1.356 -3.508 1.359 0.000
H 1.432 5.260 4.202 0.120
In -1.983 -1.374 -1.586 1.191
C -1.941 -5.773 -0.634 0.043
H -3.330 1.091 0.261 0.084
H 1.178 7.692 4.287 0.112
H -2.773 -4.437 -3.601 0.089
H 1.745 -5.486 0.605 0.123
H 0.017 -1.945 3.291 0.147
H 2.276 9.109 2.605 0.112
C -3.214 -4.717 -2.648 -0.030
N -0.586 -1.877 1.213 0.037
N -1.519 -3.598 -1.213 0.019
H 1.118 -0.741 -4.853 0.095
N -0.671 -3.933 -0.164 0.034
C -4.765 -0.211 -2.536 -0.552
C 0.590 -0.334 -3.987 0.003
H -5.350 1.497 -3.792 0.144
O 2.115 3.311 0.685 -0.277
H -4.334 -0.320 0.582 0.083
O -3.323 1.270 -3.862 -0.121
H -0.484 -5.705 1.060 0.138
C 4.050 3.232 2.512 -0.152
H 4.119 -5.165 2.137 0.106
C 2.432 5.316 2.318 -0.424
N 2.004 -2.621 2.237 0.102
H 3.263 8.061 0.636 0.116
N 0.249 -1.393 -1.769 -0.001
C -4.619 0.674 -3.765 -0.102
H -2.164 -0.176 3.519 0.086
C -1.856 2.393 -2.277 -0.404
H 4.004 2.335 3.124 0.056
H -4.067 -4.040 -2.413 0.094
H -4.648 0.039 -4.697 0.161
H 4.433 4.077 3.078 0.079
C 3.297 -4.489 1.952 0.003
H 0.738 0.737 -3.857 0.085
C -1.762 -0.642 2.688 0.021
H -0.402 3.596 -1.644 0.160
C 1.745 7.260 3.509 -0.010
H 3.121 -2.640 -0.751 0.131
C 1.090 -1.124 -2.781 -0.304
C 3.171 -3.171 2.549 -0.335
H 4.170 -2.817 4.455 0.081
C 2.251 8.067 2.474 0.017
H 3.273 -1.586 -3.073 0.114
C 4.068 -2.403 3.454 -0.040
```

E_LUMO (spin up / spin down)   -5.87 / -10.19 eV
Relative energy (zero: lowest compared OMol25 entry of this formula, charge and spin)   64.1 kcal/mol
Net charge   +2
Expectation value of S²   0.7586
Spin multiplicity   2